Density functional theory data (wB97M-V/def2-TZVPD) for 2 unconnected molecules or ions with the total composition C7H20N3P in a non-equilibrium geometry.

Structure (ORCA input):
```
! wB97M-V def2-TZVPD RIJCOSX def2/J DEFGRID3
* xyz 0 1
H -1.196 1.076 2.508
H -2.763 -2.659 0.345
H 0.413 1.961 -1.178
C -1.671 -2.313 0.278
H 3.222 -1.620 -1.234
P -0.285 -0.171 -0.119
N -0.285 1.393 0.649
H 4.300 -0.178 -0.574
H 2.750 -0.193 -1.618
H 2.659 0.429 0.932
C -2.997 -0.180 0.035
C -0.305 1.618 2.062
C 0.429 2.324 -0.192
C 1.114 -1.056 0.589
H 0.142 3.383 -0.105
H -0.523 2.609 2.103
H -0.977 -0.556 -2.764
N -1.755 -0.891 0.443
C 2.495 -0.556 0.572
H 0.509 1.455 2.689
H 1.544 2.415 0.229
H -3.334 -0.437 -0.969
H -3.824 -0.279 0.830
H -1.971 0.637 -2.530
N -0.990 0.452 -2.709
H -1.090 -2.865 1.090
H -2.725 0.897 -0.065
H -1.269 -2.675 -0.762
C 3.220 -0.598 -0.810
H 3.101 -1.203 1.280
H 0.895 -2.108 0.173
*
```

Properties
* F_max: 4.4 eV Å⁻¹
* ΔE to the lowest compared entry with this formula, charge and spin: 26.92 kcal/mol
* energy: -784.11907 Eh
* E_LUMO (spin up / spin down): -0.2 / 0.0 eV
* gap between HOMO and LUMO (spin up / spin down): 7.7 / 7.3 eV

=====

Density functional theory data (wB97M-V/def2-TZVPD) for a single C30H28N4O4 molecule in a non-equilibrium geometry.

Structure (ORCA input):
```
! wB97M-V def2-TZVPD RIJCOSX def2/J DEFGRID3
* xyz 0 1
C -7.336 -1.612 -1.201
H 5.641 5.420 4.479
H -0.081 -2.726 1.356
H 3.840 0.997 0.119
H -2.651 -2.890 0.548
H 1.815 2.625 -1.789
H 5.229 2.889 0.936
N -2.828 0.235 -0.258
H -4.779 -3.231 0.293
C 2.681 0.865 1.909
H 2.123 -0.912 -2.285
N 1.040 -1.604 -0.021
C 3.687 1.413 1.102
N -3.356 -0.985 -0.113
H 1.721 0.997 3.826
C -1.574 0.161 0.138
H -4.895 0.732 -1.297
H -1.326 2.115 1.974
C 1.133 2.510 -0.960
C -2.445 -1.854 0.379
C 4.246 2.998 2.825
H 0.308 3.960 1.974
C 0.931 -2.282 -1.177
N 2.010 -0.697 0.228
C 4.899 4.625 4.435
H -7.259 0.390 -1.956
C 1.850 -0.196 1.399
C -5.398 -0.202 -1.101
O 0.009 -3.071 -1.354
H 1.894 4.206 0.102
H 3.901 5.055 4.561
H 0.747 -1.444 -5.066
H 2.596 -2.521 -4.185
H -7.109 -3.568 -0.362
C 1.732 -2.651 -3.533
C 4.454 2.458 1.550
H 1.042 -1.399 2.989
H 5.092 3.906 5.238
H -0.002 -0.046 2.518
C -0.627 2.222 1.156
H 0.184 0.777 -1.785
C -0.657 1.311 0.107
C -0.459 -3.167 -4.696
C 0.222 1.471 -0.957
C 0.287 3.260 1.151
H -0.083 -1.453 -3.505
C -6.715 -0.402 -1.464
H 2.960 -2.368 -1.772
C 2.485 1.401 3.180
C -6.630 -2.623 -0.570
H 1.604 -3.724 -3.375
O -0.763 -3.309 -5.849
C 2.021 -1.994 -2.186
C -1.273 -1.158 0.566
C 3.254 2.454 3.636
C 0.034 -1.679 1.062
C 0.682 -0.807 2.146
H -0.602 -3.702 -2.841
C 0.480 -2.067 -4.213
C -4.689 -1.219 -0.469
H 3.071 2.844 4.625
C 1.174 3.401 0.099
O -0.921 -3.965 -3.741
H -8.365 -1.768 -1.487
O 5.051 4.033 3.166
C -5.311 -2.434 -0.201
*
```

Properties
* F_max: 1.2 eV Å⁻¹
* ΔE to the lowest compared entry with this formula, charge and spin: 38.15 kcal/mol
* energy: -1680.01175 Eh
* structure (SMILES): COc1ccc(C2=NN(C(=O)CCCC(=O)O)[C@H](c3cn(-c4ccccc4)nc3-c3ccccc3)C2)cc1
* E_LUMO: 0.2 eV
* gap between HOMO and LUMO: 8.4 eV

=====

Density functional theory data (wB97M-V/def2-TZVPD) for a molecular structure, H2INS in a non-equilibrium geometry.

Structure (ORCA input):
```
! wB97M-V def2-TZVPD RIJCOSX def2/J DEFGRID3
* xyz 0 1
N 0.738 -0.151 0.080
H 0.557 1.677 -1.193
S -0.254 -1.299 -0.467
H -1.635 -0.761 -0.400
I 0.594 0.534 1.979
*
```

Properties
* F_max: 2.2 eV Å⁻¹
* ΔE to the lowest compared entry with this formula, charge and spin: 121.99 kcal/mol
* energy: -751.63330 Eh
* E_LUMO (spin up / spin down): -1.8 / -0.7 eV
* gap between HOMO and LUMO (spin up / spin down): 7.5 / 8.3 eV

=====

Density functional theory data (wB97M-V/def2-TZVPD) for 8 unconnected molecules or ions with the total composition C13H42O8 in a non-equilibrium geometry.

Structure (ORCA input):
```
! wB97M-V def2-TZVPD RIJCOSX def2/J DEFGRID3
* xyz 0 1
H 6.997 -18.414 10.048
H 12.030 -14.952 9.446
H 14.890 -20.684 4.556
H 13.423 -17.793 10.599
O 6.725 -20.159 8.250
H 12.797 -17.415 13.518
O 13.168 -21.068 3.333
C 13.515 -17.672 12.762
H 15.644 -16.479 8.246
O 11.541 -17.719 11.294
C 11.569 -20.068 8.663
H 11.750 -19.009 5.154
H 13.662 -17.336 7.467
H 13.682 -21.089 2.528
O 15.624 -17.172 7.502
H 12.644 -22.592 5.365
H 12.294 -20.258 10.591
C 10.791 -18.715 5.573
H 10.456 -19.450 6.278
H 14.133 -16.162 6.250
C 7.819 -20.776 7.709
H 15.003 -19.012 6.159
H 13.830 -18.378 5.044
H 14.616 -22.248 4.030
H 10.488 -15.099 8.502
H 6.521 -19.406 7.702
O 11.173 -18.730 8.710
C 13.252 -21.729 5.562
C 8.355 -18.811 11.471
H 12.779 -13.925 7.405
O 7.050 -18.588 10.993
H 7.690 -22.797 8.571
H 11.879 -15.901 7.913
H 8.702 -20.170 7.623
C 12.920 -17.340 11.457
C 8.294 -21.881 8.643
O 10.861 -17.544 6.286
H 10.942 -16.798 5.652
H 8.593 -18.073 12.233
O 11.900 -13.867 7.770
C 11.550 -15.016 8.461
H 9.043 -18.534 10.671
C 14.069 -21.391 4.369
H 12.612 -20.872 5.780
H 11.204 -18.323 7.875
H 14.376 -16.994 12.973
H 11.760 -21.816 9.904
H 11.156 -20.743 7.848
C 14.680 -18.106 5.619
H 12.969 -16.269 11.270
C 14.447 -17.093 6.704
H 7.573 -21.186 6.765
H 13.841 -22.059 6.462
H 8.529 -19.817 11.824
H 10.161 -18.583 4.695
H 11.505 -18.128 10.456
H 15.488 -17.770 4.983
H 9.324 -22.132 8.263
C 11.447 -20.751 10.006
H 8.387 -21.521 9.682
H 13.886 -18.764 12.805
H 10.436 -20.660 10.459
H 12.594 -20.049 8.400
*
```

Properties
* F_max: 2.9 eV Å⁻¹
* ΔE to the lowest compared entry with this formula, charge and spin: 111.91 kcal/mol
* energy: -1122.24263 Eh
* structure (SMILES): CCO.CCO.CCO.CCO.CCO.CO.CO.CO
* E_LUMO: 0.2 eV
* gap between HOMO and LUMO: 9.9 eV

=====

Density functional theory data (wB97M-V/def2-TZVPD) for a single C10H17NO molecule in a non-equilibrium geometry.

Structure (ORCA input):
```
! wB97M-V def2-TZVPD RIJCOSX def2/J DEFGRID3
* xyz 0 1
H -0.657 0.177 2.224
H -0.783 -2.623 1.436
H -2.595 0.648 -0.726
H 0.815 2.401 1.076
C 0.024 1.674 0.834
H -2.524 -0.970 -0.172
H 0.272 -2.806 0.172
C 0.218 -2.150 1.019
C 0.261 0.318 1.633
C -0.468 -0.946 -1.883
H -0.453 1.878 -1.237
C -0.674 -0.155 -0.590
N 3.042 0.106 0.899
H 2.005 2.178 -0.678
O 3.260 -0.601 -0.403
H -2.146 0.352 0.982
H -1.172 -0.666 -2.596
H 1.167 -2.250 1.647
H 1.669 1.084 -2.003
H -0.351 -2.079 -1.904
H 0.416 -0.489 -2.251
H -0.980 2.172 1.027
H 3.651 0.925 0.916
C 1.535 1.173 -0.992
C 2.076 -0.009 -0.177
C 0.095 1.226 -0.641
H 1.289 0.219 2.087
C -2.147 0.043 -0.036
C 0.083 -0.763 0.585
*
```

Properties
* F_max: 5.0 eV Å⁻¹
* ΔE to the lowest compared entry with this formula, charge and spin: 120.55 kcal/mol
* energy: -521.00577 Eh
* E_LUMO: 0.9 eV
* gap between HOMO and LUMO: 8.5 eV

=====

Density functional theory data (wB97M-V/def2-TZVPD) for 2 unconnected molecules or ions with the total composition C3H9O2PS2 in a non-equilibrium geometry.

Structure (ORCA input):
```
! wB97M-V def2-TZVPD RIJCOSX def2/J DEFGRID3
* xyz 0 1
H -0.479 0.020 1.785
C 0.016 -0.498 -0.169
H -1.638 0.677 0.619
H 0.819 -1.247 0.161
C -0.537 -1.146 -1.461
P 3.137 0.159 -0.136
H 3.961 2.308 -1.176
H 2.233 -0.408 -2.041
S 4.022 1.971 0.215
O 0.768 0.623 -0.493
H -0.903 -0.367 -2.094
H -1.625 -0.944 1.136
C -0.963 -0.157 0.900
O 3.166 -0.011 -1.703
H 0.281 -1.576 -1.965
H -1.354 -1.835 -1.303
S 3.158 -1.518 0.895
*
```

Properties
* F_max: 4.2 eV Å⁻¹
* ΔE to the lowest compared entry with this formula, charge and spin: 68.49 kcal/mol
* energy: -1407.86026 Eh
* E_LUMO: -0.9 eV
* gap between HOMO and LUMO: 8.0 eV